Record 1
76
Properties=species:S:1:pos:R:3:mulliken_spin:R:1 method="wB97M-V/def2-TZVPD" relative_energy_kcal_mol=18.75 spin_multiplicity=6 e_lumo_ev="-1.906 / -4.443" charge=+1 mol_weight_g_mol=633.67 max_force_ev_per_a=0.93 energy_ha=-4067.096313
Co -0.0582 0.3764 0.3331 2.69
C -0.6715 3.3470 1.2930 0.00
N -0.3843 2.6767 0.0244 0.07
C 0.7074 3.2454 -0.7646 -0.01
C 1.7944 2.2310 -0.9242 -0.01
N 1.9351 1.1958 -0.1257 0.06
C 3.1717 0.6329 -0.4794 0.03
C 3.9167 -0.3682 0.1388 0.00
C 5.1410 -0.6928 -0.4099 0.00
C 5.6334 -0.0252 -1.5439 0.00
C 4.9359 1.0159 -2.1229 0.00
C 3.7141 1.3393 -1.5463 -0.02
N 2.8094 2.3643 -1.7918 0.01
C -0.8768 2.3362 2.3762 -0.04
N -0.2129 1.2079 2.4380 0.08
C -0.6094 0.6184 3.6495 0.03
C -0.1534 -0.5245 4.3033 -0.01
C -0.7226 -0.8446 5.5197 0.00
C -1.7179 -0.0424 6.1005 0.00
C -2.1437 1.1197 5.4916 0.00
C -1.5585 1.4278 4.2703 -0.01
N -1.7044 2.5193 3.4239 0.01
H -1.5228 4.0269 1.2291 -0.01
H 0.1959 3.9413 1.5807 0.00
H -1.2146 2.6044 -0.5538 -0.02
H 1.1466 4.0908 -0.2317 0.00
H 0.3650 3.6117 -1.7313 0.00
H 3.5584 -0.8504 1.0407 0.00
H 5.7442 -1.4642 0.0507 0.00
H 6.5902 -0.3177 -1.9565 0.00
H 5.3325 1.5606 -2.9702 0.00
H 2.8693 3.0521 -2.5230 0.00
H 0.6490 -1.1206 3.8950 0.00
H -0.3851 -1.7273 6.0470 0.00
H -2.1411 -0.3293 7.0540 0.00
H -2.8866 1.7611 5.9499 0.00
H -2.3043 3.3133 3.5685 0.00
C -4.1669 -1.6582 -2.0771 0.00
C -3.5603 -0.3982 -2.6454 0.03
O -2.1333 -0.5766 -2.8181 0.03
P -0.9946 0.3912 -2.2209 0.30
S 0.6098 0.1168 -3.3318 0.36
S -2.3110 0.1280 0.4555 1.30
O -1.6029 1.8788 -2.4148 0.01
C -2.0162 2.3256 -3.7304 0.01
C -1.5886 3.7572 -3.9240 0.00
H -5.2557 -1.5669 -2.0814 0.00
H -3.8444 -1.8233 -1.0474 0.00
H -3.8915 -2.5253 -2.6806 0.00
H -3.7619 0.4598 -2.0039 -0.01
H -3.9605 -0.1946 -3.6384 0.00
H -3.0999 2.2282 -3.7870 0.00
H -1.5663 1.6783 -4.4826 0.00
H -1.9642 4.3869 -3.1147 0.00
H -1.9939 4.1377 -4.8633 0.00
H -0.5007 3.8365 -3.9684 0.00
C -0.9382 -2.6113 -0.3413 0.06
C -0.7190 -4.1482 -0.2812 0.02
N 0.6077 -4.4564 0.2481 0.00
C 0.7199 -3.9055 1.5963 0.00
C 0.4975 -2.3678 1.5728 0.01
N 0.2609 -1.9004 0.1861 0.02
C 1.4247 -2.2997 -0.6553 0.02
C 1.6170 -3.8387 -0.6123 0.00
H -1.7976 -2.3217 0.2653 0.00
H -1.1111 -2.2805 -1.3616 -0.02
H -0.8098 -4.5885 -1.2743 0.00
H -1.4649 -4.6193 0.3599 0.00
H 1.7062 -4.1508 1.9918 0.00
H -0.0229 -4.3892 2.2310 0.00
H 1.3723 -1.8354 1.9566 -0.01
H -0.3693 -2.0804 2.1662 0.01
H 2.3050 -1.7931 -0.2765 0.00
H 1.2462 -1.9416 -1.6651 0.00
H 2.6037 -4.0937 -0.2238 0.00
H 1.5324 -4.2687 -1.6106 0.00

=====

Record 2
74
Properties=species:S:1:pos:R:3:lowdin_charge:R:1 method="wB97M-V/def2-TZVPD" e_lumo_ev=0.325 mol_weight_g_mol=503.66 max_force_ev_per_a=2.95 energy_ha=-1615.132136
C 3.0300 -2.5125 -4.1955 -0.07
C 2.1433 -1.3618 -4.1002 -0.23
N 1.4454 -0.4356 -4.0727 0.15
H 2.6629 -3.3576 -3.6117 0.07
H 4.0406 -2.2728 -3.8834 0.09
H 2.9841 -2.9201 -5.2076 0.08
C -3.9493 -1.2902 2.2710 -0.11
C -3.1539 -0.9764 3.4360 -0.31
N -2.4601 -0.7166 4.2951 0.14
H -4.9687 -1.5235 2.6078 0.09
H -3.6842 -2.2892 1.9084 0.06
H -4.0675 -0.6147 1.4338 0.06
C -0.9844 1.3687 -5.4165 -0.07
C -0.6105 2.5513 -4.6601 -0.27
N -0.2997 3.4824 -4.0670 0.14
H -2.0329 1.1780 -5.1791 0.08
H -0.4134 0.4901 -5.1281 0.03
H -0.8629 1.4733 -6.4917 0.08
C -0.7717 3.1560 2.7769 -0.07
C -0.3652 4.1794 1.8282 -0.30
N -0.0571 4.9947 1.1147 0.12
H 0.1515 2.7351 3.1883 0.08
H -1.4116 2.3753 2.3796 0.04
H -1.2460 3.5897 3.6594 0.08
C 4.5698 -2.7060 1.0790 -0.05
C 3.5974 -2.7603 0.0104 -0.25
N 2.8359 -2.8485 -0.8530 0.15
H 4.8611 -1.7184 1.4120 0.08
H 5.4381 -3.3375 0.8856 0.09
H 4.1251 -3.2378 1.9290 0.08
C -4.7589 4.3192 3.1578 -0.06
C -4.4405 3.0499 2.5197 -0.25
N -4.1474 2.0136 2.1488 0.17
H -4.0341 5.1075 2.9848 0.08
H -4.7573 4.0969 4.2304 0.09
H -5.7773 4.6325 2.9411 0.08
C -2.3962 -1.9698 -2.7376 -0.06
C -2.9806 -2.6641 -1.5941 -0.28
N -3.4372 -3.1974 -0.7019 0.15
H -1.3775 -2.3582 -2.7868 0.08
H -2.4289 -0.8952 -2.5668 0.07
H -2.8712 -2.1749 -3.6946 0.08
C -0.1482 -3.9358 1.7459 -0.06
C 0.7935 -4.4115 2.7538 -0.28
N 1.5244 -4.8035 3.5415 0.13
H -0.4840 -4.7949 1.1686 0.09
H 0.2962 -3.1557 1.1353 0.04
H -1.0502 -3.5188 2.1941 0.07
C 2.6344 2.9863 -2.4903 -0.05
C 3.2503 1.7296 -2.0751 -0.31
N 3.7513 0.7493 -1.7755 0.14
H 2.6969 3.7287 -1.6975 0.09
H 1.6380 2.8145 -2.8838 0.02
H 3.3151 3.3300 -3.2770 0.09
N 0.1985 0.1821 -1.3248 0.02
C -0.1061 -0.9620 -0.6017 -0.16
C -1.2116 -0.6248 0.1273 -0.16
C -1.5260 0.7412 -0.0229 -0.09
C -0.6676 1.1941 -0.9988 -0.12
H 0.8714 0.2580 -2.0734 0.07
H 0.5168 -1.8270 -0.7166 0.08
H -1.6457 -1.1968 0.9350 0.07
H -2.2638 1.3968 0.4098 0.07
H -0.6397 2.0785 -1.6181 0.10
N 1.5249 0.3907 1.4828 0.03
C 1.1146 -0.2671 2.6271 -0.12
C 2.1692 -0.1600 3.5197 -0.12
C 3.0976 0.7650 2.9923 -0.12
C 2.6472 1.1109 1.7367 -0.15
H 1.0180 0.2680 0.6109 0.08
H 0.2524 -0.9057 2.5436 0.08
H 2.3047 -0.8249 4.3596 0.09
H 3.9263 1.2738 3.4586 0.09
H 3.0616 1.7370 0.9635 0.09

=====

Record 3
80
Properties=species:S:1:pos:R:3:lowdin_charge:R:1 method="wB97M-V/def2-TZVPD" e_lumo_ev=-2.358 charge=+1 mol_weight_g_mol=617.58 max_force_ev_per_a=1.48 energy_ha=-2250.864539
C -5.5809 -2.2292 -0.1646 0.14
C -4.9463 -1.4102 0.4360 -0.12
C -4.2310 -0.2031 0.8793 -0.11
C -2.8042 -0.2118 0.3884 -0.20
C -1.9253 0.8146 0.4428 0.04
N -0.7695 0.3156 -0.1597 0.14
C -0.9750 -0.9320 -0.5263 -0.05
N -2.2077 -1.3066 -0.1963 0.19
H -6.1628 -2.8223 -0.8290 0.05
H -4.7172 0.6632 0.4287 0.14
H -4.3005 -0.0941 1.9623 0.12
H -2.0491 1.7992 0.8514 0.15
H 0.0908 0.8319 -0.2863 0.14
H -0.2666 -1.5682 -1.0314 0.17
H -2.6243 -2.2295 -0.3543 0.12
C -4.3473 -4.0962 -4.7868 -0.01
C -3.2129 -4.4775 -3.8684 -0.31
C -3.2733 -5.8933 -3.3486 -0.07
O -2.6110 -5.7760 -2.0755 0.09
C -2.7658 -4.5146 -1.6590 -0.56
O -2.5023 -4.1304 -0.5524 0.12
O -3.2570 -3.7239 -2.6336 0.08
H -5.2967 -4.0964 -4.2499 0.09
H -4.2017 -3.0886 -5.1757 0.09
H -4.4127 -4.7846 -5.6287 0.10
H -2.2531 -4.2747 -4.3497 0.16
H -2.7521 -6.6017 -3.9869 0.15
H -4.2921 -6.2463 -3.1784 0.15
C 4.3096 -1.3264 -0.7786 -0.01
C 4.2250 0.1662 -0.5791 -0.31
C 4.2792 0.6066 0.8588 -0.06
O 3.5082 1.8370 0.8370 0.08
C 2.6520 1.7297 -0.1895 -0.56
O 1.7323 2.4780 -0.3841 0.11
O 2.9356 0.6774 -0.9864 0.07
H 3.4333 -1.8235 -0.3587 0.09
H 4.3358 -1.5695 -1.8411 0.09
H 5.2068 -1.7289 -0.3101 0.10
H 4.9900 0.6694 -1.1758 0.17
H 5.2824 0.7802 1.1917 0.09
H 3.7940 -0.0938 1.5434 0.15
C -0.0340 3.2839 -2.6929 -0.03
C -0.3294 2.1204 -3.6064 -0.34
C 0.5292 2.0642 -4.8472 -0.09
O -0.3308 1.4040 -5.7828 0.07
C -1.6119 1.6523 -5.4073 -0.56
O -2.5678 1.4080 -6.0634 0.17
O -1.6465 2.2161 -4.1692 0.08
H -0.2860 4.2310 -3.1718 0.10
H -0.6375 3.2180 -1.7870 0.08
H 1.0127 3.2935 -2.4072 0.07
H -0.2730 1.1790 -3.0469 0.14
H 1.4442 1.4935 -4.7031 0.14
H 0.7808 3.0530 -5.2371 0.14
C 7.8232 5.6377 2.0019 -0.02
C 7.1760 4.4074 1.4154 -0.32
C 5.7932 4.1167 1.9449 -0.07
O 5.7095 2.6858 1.8303 0.01
C 6.9887 2.2144 1.8941 -0.55
O 7.2652 1.0628 2.0158 0.16
O 7.8852 3.2142 1.7968 0.11
H 8.0161 5.5019 3.0665 0.10
H 8.7852 5.8254 1.5258 0.09
H 7.1912 6.5145 1.8612 0.09
H 7.1763 4.4638 0.3233 0.16
H 5.0088 4.5899 1.3585 0.14
H 5.6692 4.3890 2.9950 0.15
C -5.1708 -1.7195 4.9569 -0.02
C -3.9689 -0.9597 5.4651 -0.35
C -2.6797 -1.7478 5.4435 -0.11
O -1.9456 -1.1633 6.5206 0.06
C -2.8503 -0.6551 7.4030 -0.55
O -2.5870 -0.2704 8.4900 0.19
O -4.0981 -0.6535 6.8579 0.09
H -5.4125 -2.5521 5.6174 0.10
H -6.0475 -1.0718 4.9327 0.09
H -4.9938 -2.0982 3.9483 0.08
H -3.8615 -0.0141 4.9220 0.15
H -2.1331 -1.6398 4.5079 0.13
H -2.8254 -2.8105 5.6525 0.14